Entry 1:
C15H20IOV as an isolated structure, computed with ωB97M-V with the def2-TZVPD basis set.

The calculation puts the LUMO energy (alpha / beta) at 5.0 / 5.0 eV. The value obtained for the calculated total energy is -51709.447 eV. As for the spin multiplicity: 3. As for the maximum force: 6.28 eV/Å. As for the net charge: -2.

Last column: Löwdin charge in e.
Geometry (Å):
V1 -0.04501 -1.61316 0.61967  0.27
C1 -2.06498 -2.67781 0.75219  -0.25
C2 -2.16457 -1.45616 1.51838  -0.23
C3 -2.11783 -0.35553 0.58945  -0.19
H1 -2.27487 -1.40834 2.59055  0.09
C4 -2.01614 -0.88078 -0.74427  -0.18
C5 -1.99210 -2.33081 -0.64293  -0.21
H2 -2.05991 -3.03101 -1.45948  0.08
H3 -2.13051 -3.69206 1.14822  0.07
H4 -2.27203 0.69459 0.82289  0.08
H5 -2.08324 -0.29397 -1.65363  0.08
C6 1.85847 -2.49373 -0.28749  -0.31
C7 0.84353 -3.00350 -1.15057  -0.21
C8 0.35046 -1.93627 -1.95278  -0.22
H6 0.62706 -4.06819 -1.28829  0.10
C9 0.96132 -0.72793 -1.51348  -0.17
C10 1.90418 -1.05349 -0.45825  -0.19
H7 2.65538 -0.40114 -0.06984  0.08
H8 2.57105 -3.08062 0.27104  0.05
H9 -0.24459 -2.04213 -2.86016  0.09
H10 0.93725 0.21706 -2.04646  0.06
O1 0.16008 -0.37184 2.27805  -0.44
C11 0.59153 3.31453 -0.41627  -0.45
C12 0.35446 2.93200 0.98495  -0.10
C13 -0.56635 2.92567 -1.17355  -0.15
C14 1.94903 2.98351 -0.75084  -0.15
C15 0.22346 0.89379 2.29038  -0.26
H11 -0.66636 3.14124 1.41514  0.04
H12 1.16825 3.20955 1.71439  0.04
H13 1.19139 1.41470 2.71456  0.06
H14 -0.74033 1.53117 2.62511  0.07
H15 -0.95767 3.62957 -1.98368  0.08
H16 -1.40074 2.69468 -0.50015  0.06
H17 -0.29022 1.97341 -1.62456  0.05
H18 2.65742 3.80989 -1.06967  0.07
H19 1.89551 2.23500 -1.52585  0.05
H20 2.39791 2.49340 0.12517  0.07
I1 0.78970 -3.17528 2.71208  0.10


Entry 2:
C15H20N2O11P2TeV as an isolated structure, computed with ωB97M-V with the def2-TZVPD basis set.

The value obtained for the energy relative to the best compared isomer or geometry (same formula, charge and spin) is 17.6 kcal per mole. The calculation puts the LUMO energy (alpha / beta) at -3.4 / -3.5 eV. The value obtained for the calculated total energy is -92938.807 eV. As for the spin multiplicity: 3. As for the maximum force: 1.73 eV/Å. As for the net charge: +1.

Last column: Löwdin charge in e.
Geometry (Å):
V1 0.69041 -1.13233 -0.50912  1.09
C1 1.00794 -2.93499 -4.72376  -0.05
C2 1.35858 -3.33354 -3.29483  -0.57
O1 1.85277 -4.67187 -3.25517  -0.05
P1 -0.16338 -3.40588 -2.26735  0.52
O2 -1.24219 -4.26405 -3.02386  -0.05
O3 0.20463 -4.32095 -1.03108  -0.08
O4 -0.66449 -2.07820 -1.77845  -0.31
P2 2.62595 -2.20678 -2.53526  0.36
O5 3.54330 -1.77230 -3.75345  -0.08
O6 3.33830 -2.99937 -1.50109  -0.28
O7 1.86089 -0.95613 -2.08787  -0.35
H1 0.33227 -3.66955 -5.16141  0.09
H2 1.91447 -2.90006 -5.32311  0.09
H3 0.53951 -1.94902 -4.74625  0.10
H4 2.63547 -4.67392 -2.67870  0.09
H5 -1.90381 -3.78819 -3.54098  0.12
H6 0.48222 -5.21378 -1.28505  0.12
H7 4.48614 -1.81244 -3.55092  0.11
N1 1.66431 -2.65503 0.91099  0.04
N2 1.92988 -1.91795 2.09914  0.06
C3 1.94199 -0.56519 1.95235  -0.75
O8 1.87246 0.22704 2.88933  -0.05
O9 1.99088 -0.22111 0.69614  -0.22
H8 1.19323 -3.51075 1.17963  0.12
H9 2.54891 -2.86568 0.43803  0.09
H10 1.84668 -2.34962 3.00376  0.17
Te1 0.34214 1.88302 1.58075  2.04
C4 -0.65680 2.62284 3.24833  -0.40
C5 -0.02229 3.66987 3.90576  -0.12
C6 -0.64200 4.25497 5.00088  -0.06
C7 -1.86965 3.77825 5.43345  -0.05
C8 -2.48630 2.71921 4.77783  -0.05
C9 -1.88728 2.13649 3.67326  -0.09
C10 -1.01668 2.52411 0.10505  -0.42
C11 -2.33137 2.07094 0.03607  -0.10
C12 -3.18095 2.60467 -0.91813  -0.06
C13 -2.72467 3.58456 -1.79342  -0.06
C14 -1.41377 4.02962 -1.72680  -0.07
C15 -0.55289 3.49363 -0.77811  -0.13
H11 0.94992 4.02920 3.58764  0.10
H12 -0.15957 5.07320 5.51751  0.11
H13 -2.34985 4.23080 6.29060  0.11
H14 -3.43869 2.34563 5.12868  0.11
H15 -2.36645 1.31119 3.16535  0.10
H16 -2.68230 1.30261 0.71179  0.10
H17 -4.20489 2.26040 -0.97676  0.11
H18 -3.39689 3.99784 -2.53344  0.11
H19 -1.05825 4.78772 -2.41122  0.11
H20 0.47487 3.84034 -0.73932  0.10
O10 -0.51132 -0.82361 0.83892  -0.35
O11 -0.70138 0.21412 1.75368  -0.47


Entry 3:
C15H20N2O2S in the gas phase, computed with ωB97M-V with the def2-TZVPD basis set.

The value obtained for the energy relative to the best compared isomer or geometry (same formula, charge and spin) is 3.6 kcal per mole. The calculation puts the LUMO energy at 0.6 eV. The value obtained for the calculated total energy is -33791.591 eV. The SMILES is NC(=O)C1CCN(C(=O)CCSc2ccccc2)CC1. As for the maximum force: 0.63 eV/Å. As for the net charge: 0.

Last column: Löwdin charge in e.
Geometry (Å):
N1 -4.20517 -0.91956 1.28044  0.17
C1 -3.52162 -0.34066 0.26354  -0.52
O1 -4.04414 0.46593 -0.47113  0.07
C2 -2.06550 -0.79181 0.18192  -0.24
C3 -1.23253 -0.06203 1.24418  -0.12
H1 -1.71018 -0.13087 2.22350  0.12
H2 -0.25377 -0.53877 1.30707  0.08
C4 -1.04504 1.41504 0.88808  -0.13
N2 -0.43394 1.54681 -0.41258  -0.03
C5 0.71074 2.17234 -0.75021  -0.48
O2 1.12105 2.18323 -1.90066  0.03
C6 1.52721 2.88248 0.32364  -0.15
C7 2.77107 2.07960 0.69454  -0.43
H3 3.40638 2.66328 1.36232  0.07
H4 3.34497 1.80782 -0.18885  0.08
S1 2.40568 0.56570 1.64397  0.96
C8 2.21833 -0.75415 0.47336  -0.54
C9 2.34226 -0.63080 -0.90138  -0.09
C10 2.15831 -1.74431 -1.70507  -0.08
C11 1.85538 -2.97651 -1.15379  -0.10
C12 1.73967 -3.09865 0.22245  -0.09
C13 1.92111 -1.99641 1.03269  -0.14
H5 1.83743 -2.08078 2.10653  0.10
H6 1.50771 -4.05553 0.66646  0.10
H7 1.71023 -3.83622 -1.79024  0.10
H8 2.24957 -1.63535 -2.77536  0.11
H9 2.55741 0.31416 -1.37149  0.09
H10 1.86540 3.81838 -0.12941  0.13
H11 0.95559 3.12322 1.21712  0.10
C14 -1.23867 0.94308 -1.45990  -0.12
C15 -1.45147 -0.54524 -1.19880  -0.10
H12 -2.10831 -0.94451 -1.97220  0.13
H13 -0.49296 -1.06582 -1.25311  0.10
H14 -0.71756 1.09255 -2.40611  0.12
H15 -2.20941 1.44590 -1.49440  0.12
H16 -0.43699 1.88146 1.66059  0.10
H17 -2.02430 1.91030 0.86248  0.14
H18 -2.03934 -1.86688 0.39337  0.14
H19 -3.80084 -1.61871 1.87638  0.10
H20 -5.17374 -0.67773 1.41006  0.11


Entry 4:
C15H20N2O5 in the gas phase, computed with ωB97M-V with the def2-TZVPD basis set.

The value obtained for the energy relative to the best compared isomer or geometry (same formula, charge and spin) is 321.8 kcal per mole. The calculation puts the LUMO energy at -0.8 eV. The value obtained for the calculated total energy is -29084.540 eV. The SMILES is CCOC(=O)N1CCN(CC(=O)c2ccc(O)cc2O)CC1. As for the maximum force: 14.24 eV/Å. As for the net charge: 0.

Last column: Löwdin charge in e.
Geometry (Å):
C1 1.09584 4.35789 -1.83413  -0.07
C2 0.41390 3.73990 -3.08454  -0.41
H1 -0.50051 4.14585 -3.38896  0.10
H2 1.13881 3.90999 -3.98078  0.14
O1 -0.09302 2.53048 -3.06629  -0.04
C3 1.16228 1.66381 -3.19372  -0.20
O2 2.37990 2.04132 -3.48305  0.01
N1 0.64976 0.25026 -3.01434  -0.07
C4 -0.62669 -0.06551 -2.51288  -0.09
H3 -1.03426 0.85782 -1.90082  0.16
C5 -0.30594 -1.32005 -1.49809  -0.21
N2 0.81034 -1.16754 -0.82310  -0.15
C6 0.78146 0.21868 0.16326  -0.03
C7 -0.16918 0.26661 1.04944  -0.38
O3 -0.95836 1.39106 0.88896  -0.02
C8 -0.47122 -0.58433 2.02980  -0.14
C9 0.07518 -1.76010 2.23225  -0.06
C10 -0.17544 -2.75335 3.07879  -0.03
C11 -1.33898 -2.75282 3.95233  -0.30
C12 -1.87399 -1.40528 3.86520  0.07
C13 -1.73235 -0.43756 2.82872  -0.24
O4 -2.17875 0.69441 2.82127  0.23
H4 -1.92078 1.17851 2.14702  -0.02
H5 -2.64055 -1.17147 4.52791  0.09
O5 -1.73530 -3.75116 4.66696  0.10
H6 -2.37061 -3.33138 5.44010  0.23
H7 0.21614 -3.62033 3.20388  0.05
H8 0.94663 -2.24903 1.39778  0.21
H9 1.95557 0.09314 0.76203  0.22
H10 1.11735 1.04573 -0.40083  0.10
C14 1.94999 -1.45259 -1.61145  -0.11
C15 1.58254 -0.79229 -3.05712  -0.12
H11 2.63553 -0.45692 -3.40525  0.16
H12 1.22083 -1.47310 -3.61139  0.05
H13 2.10462 -2.35070 -1.61537  0.01
H14 2.94435 -1.05987 -1.15049  0.15
H15 -0.59439 -2.21924 -1.94715  0.11
H16 -1.01827 -1.10648 -0.56864  0.16
H17 -1.19932 -0.37677 -3.25652  0.07
H18 1.36505 5.40474 -2.10580  0.07
H19 0.43273 4.23751 -0.92630  0.08
H20 2.26859 3.95063 -1.72834  0.13


Entry 5:
C15H20O2 in the gas phase, computed with ωB97M-V with the def2-TZVPD basis set.

The value obtained for the energy relative to the best compared isomer or geometry (same formula, charge and spin) is 76.4 kcal per mole. The calculation puts the LUMO energy at 0.7 eV. The value obtained for the calculated total energy is -19971.523 eV. The SMILES is C[C@@H]1Cc2cocc2[C@@H](O)[C@@H]2CC(C)(C)C=C12. As for the maximum force: 3.78 eV/Å. As for the net charge: 0.

Last column: Löwdin charge in e.
Geometry (Å):
O1 2.20979 -3.47933 -2.11861  0.04
O2 -1.01460 -0.65451 -2.95441  -0.06
C1 2.69446 -2.86829 -1.01287  -0.08
C2 1.14803 -2.70225 -2.44454  -0.07
C3 -0.43152 1.17255 1.23244  -0.03
C4 1.94946 -1.80621 -0.67665  -0.21
C5 -0.25974 -0.02529 0.79978  -0.20
C6 0.90161 -1.59268 -1.61673  -0.08
C7 -2.43802 2.56461 1.28056  -0.04
C8 -0.57822 2.90307 -0.53678  -0.01
C9 -1.33657 1.91667 0.38696  -0.54
C10 0.92336 -0.83827 3.01933  -0.04
C11 2.00122 -0.93522 0.55101  -0.09
C12 -1.92938 0.81830 -0.49701  -0.10
C13 0.73146 -0.92152 1.43925  -0.29
C14 -1.01034 -0.41672 -0.42731  -0.13
C15 -0.13033 -0.42899 -1.77438  -0.19
H1 -0.44327 -0.62994 -3.76698  0.11
H2 3.49534 -3.33542 -0.54630  0.11
H3 0.44880 -2.85437 -3.26134  0.12
H4 0.02132 1.70316 2.01559  0.13
H5 -3.20037 2.89671 0.56185  0.07
H6 -2.96578 1.83385 1.98005  0.11
H7 -2.07577 3.51622 1.80665  0.10
H8 -0.25303 3.63746 0.20686  0.08
H9 -1.23832 3.19290 -1.29493  0.06
H10 0.33035 2.39724 -1.05593  0.11
H11 -0.00632 -0.75381 3.52216  0.05
H12 1.58002 0.00357 3.34033  0.08
H13 1.40511 -1.77892 3.36881  0.08
H14 2.24131 0.07670 0.19183  0.12
H15 2.84376 -1.29546 1.25342  0.14
H16 -2.92809 0.45991 -0.23119  0.13
H17 -1.95725 1.03242 -1.50262  0.08
H18 0.32455 -1.92716 1.27895  0.14
H19 -1.57320 -1.31381 -0.46539  0.14
H20 0.52016 0.43283 -2.05187  0.15